1.
5 unconnected molecules or ions with the total composition C26H46BrN3O12PS2, computed with ωB97M-V/def2-TZVPD.

```
! wB97M-V def2-TZVPD RIJCOSX def2/J DEFGRID3
* xyz 1 1
N 4.861 2.442 -1.996
P 4.901 1.797 -0.569
C 5.561 0.055 -0.695
C 4.695 -0.984 -0.959
C 3.215 -0.654 -1.127
O 2.918 0.037 -2.067
O 2.272 -1.036 -0.217
C 1.440 -2.133 -0.692
C -0.035 -1.858 -0.502
O -0.452 -0.616 -1.066
C -0.717 -0.693 -2.398
O -0.692 0.308 -3.065
C 5.249 -2.246 -1.083
Br 4.181 -3.748 -1.505
C 6.599 -2.454 -0.906
S 7.260 -4.109 -1.035
N 7.407 -1.409 -0.647
C 8.853 -1.674 -0.505
N 9.469 -1.994 -1.800
C 6.903 -0.183 -0.562
S 7.975 1.209 -0.270
H 3.905 2.689 -2.231
H 5.729 2.560 0.266
H 3.629 1.734 0.043
H 1.669 -2.312 -1.744
H 1.743 -3.034 -0.157
H -0.360 -1.963 0.531
H -0.563 -2.653 -1.048
H -0.975 -1.659 -2.864
H 7.242 -4.544 0.248
H 9.395 -0.825 -0.103
H 9.037 -2.507 0.167
H 10.114 -1.267 -2.078
H 8.768 -2.098 -2.521
H 8.551 1.517 -1.459
O -6.244 3.345 -1.512
C -5.143 3.524 -1.951
O -4.273 2.499 -1.967
C -2.997 2.541 -2.619
C -1.941 3.163 -1.731
C -4.692 4.891 -2.408
H -3.071 3.032 -3.590
H -2.733 1.507 -2.817
H -2.177 4.201 -1.492
H -0.967 3.133 -2.218
H -1.878 2.623 -0.785
H -4.379 5.467 -1.538
H -5.536 5.387 -2.880
H -3.886 4.871 -3.138
O -7.616 -3.101 -3.415
C -7.532 -1.934 -3.153
O -7.797 -1.516 -1.904
C -7.553 -0.179 -1.451
C -8.705 0.737 -1.801
C -7.211 -0.913 -4.221
H -6.594 0.189 -1.819
H -7.460 -0.242 -0.367
H -8.844 0.816 -2.879
H -8.533 1.738 -1.403
H -9.638 0.350 -1.388
H -8.125 -0.670 -4.761
H -6.496 -1.355 -4.910
H -6.762 0.001 -3.840
O 7.779 -0.215 2.295
C 8.644 -0.067 3.126
O 9.667 -0.922 3.148
C 10.835 -0.750 3.970
C 10.616 -1.283 5.369
C 8.541 1.006 4.178
H 11.162 0.291 3.963
H 11.622 -1.323 3.483
H 9.821 -0.746 5.886
H 11.529 -1.196 5.958
H 10.322 -2.332 5.332
H 7.903 0.648 4.984
H 8.087 1.886 3.726
H 9.499 1.319 4.585
O -12.023 -1.192 4.638
C -11.031 -1.032 3.988
O -10.055 -0.230 4.460
C -8.769 -0.110 3.854
C -8.775 0.895 2.720
C -10.886 -1.643 2.613
H -8.393 -1.087 3.543
H -8.103 0.240 4.641
H -9.446 0.589 1.916
H -7.773 1.015 2.306
H -9.127 1.864 3.074
H -11.397 -1.009 1.890
H -11.359 -2.622 2.626
H -9.856 -1.794 2.299
*
```

## Properties
LUMO energy = -4.84 eV
highest occupied orbital energy = -0.4013 hartree


2.
A molecular structure, C26H46ClN12O4PdS, computed with ωB97M-V/def2-TZVPD.

```
! wB97M-V def2-TZVPD RIJCOSX def2/J DEFGRID3
* xyz 3 5
Pd 0.144 -0.325 -0.272
N -1.098 1.806 0.307
C -2.228 1.923 -0.619
C -2.984 3.260 -0.603
C -2.192 4.566 -0.755
C -1.658 4.882 -2.160
N -2.677 4.747 -3.191
C -3.368 5.696 -3.797
N -3.250 6.980 -3.461
N -4.222 5.353 -4.766
C -1.765 1.428 -2.013
O -2.225 1.918 -3.039
O -0.944 0.445 -1.987
H -1.423 1.822 1.267
H -0.440 2.569 0.192
H -2.953 1.160 -0.317
H -3.505 3.316 0.356
H -3.755 3.203 -1.372
H -1.356 4.591 -0.051
H -2.864 5.375 -0.462
H -0.854 4.199 -2.434
H -1.239 5.889 -2.176
H -2.824 3.767 -3.446
H -2.640 7.283 -2.723
H -3.760 7.693 -3.954
H -4.295 4.399 -5.075
H -4.756 6.045 -5.263
C -2.798 -1.651 0.692
N -2.547 -1.416 2.087
C -3.503 -1.901 3.068
C -2.877 -1.481 4.396
N -1.650 -0.795 4.001
C -0.859 -0.188 5.057
C -1.429 -0.882 2.663
N -0.364 -0.528 1.983
C 0.802 0.027 2.653
C 2.056 -0.159 1.823
N 1.984 0.658 0.616
C 3.063 1.060 -0.027
N 3.004 1.909 -1.086
C 1.833 2.434 -1.740
C 4.309 2.108 -1.694
C 5.246 1.605 -0.606
N 4.371 0.777 0.227
C 4.984 0.146 1.389
H -3.839 -1.410 0.474
H -2.613 -2.691 0.411
H -2.158 -1.027 0.080
H -3.608 -2.986 2.997
H -4.486 -1.457 2.902
H -2.649 -2.336 5.035
H -3.513 -0.805 4.969
H -1.541 0.109 5.853
H -0.349 0.707 4.716
H -0.134 -0.882 5.487
H 0.988 -0.466 3.608
H 0.681 1.104 2.822
H 2.160 -1.226 1.580
H 2.890 0.134 2.457
H 0.943 1.981 -1.329
H 1.868 2.221 -2.811
H 1.788 3.519 -1.611
H 4.471 3.157 -1.935
H 4.391 1.524 -2.619
H 5.666 2.424 -0.015
H 6.067 1.010 -1.002
H 6.054 0.090 1.202
H 4.625 -0.869 1.540
H 4.845 0.726 2.303
Cl 0.507 -6.254 -0.102
C -0.309 -4.917 -0.874
C 0.615 -3.624 -0.844
O 1.771 -3.730 -1.202
O -0.054 -2.623 -0.434
H -1.243 -4.704 -0.367
H -0.476 -5.143 -1.924
N 4.637 -3.955 -4.760
C 3.774 -3.026 -5.096
S 3.473 -2.663 -6.705
C 3.058 -2.280 -4.037
C 3.580 -2.162 -2.754
C 2.824 -1.529 -1.782
N 1.646 -0.967 -2.036
C 1.153 -1.044 -3.273
C 1.820 -1.692 -4.298
H 5.120 -4.491 -5.470
H 4.753 -4.250 -3.801
H 4.543 -2.570 -2.478
H 3.188 -1.489 -0.766
H 0.184 -0.585 -3.432
H 1.357 -1.764 -5.274
*
```

## Properties
LUMO energy (spin up / spin down) = -8.56 / -10.90 eV
highest occupied orbital energy (spin up / spin down) = -0.5545 / -0.5531 hartree